Computed, not measured: a molecular structure, C46H60As3BrClF5NO4Ta, with ωB97M-V/def2-TZVPD.

```
122
Properties=species:S:1:pos:R:3:lowdin_charge:R:1
Ta 0.07977 -0.61835 -0.57806 1.62
C -1.23599 2.49278 1.84244 -0.26
As -1.32853 1.56011 0.15119 1.15
C -3.21490 1.13176 0.36334 -0.27
C -1.05932 3.23168 -0.89327 -0.34
C -2.13542 4.02801 -1.69829 -0.64
C -3.47518 4.05306 -0.94157 -0.07
C -2.39004 3.46656 -3.10834 -0.34
As -2.28811 1.51981 -3.18799 1.16
C -1.98242 1.41509 -5.12032 -0.30
C -4.21750 1.14012 -3.29688 -0.30
C -1.64380 5.48831 -1.80482 -0.39
As 0.12892 6.07269 -2.47657 1.14
C 0.74879 4.65637 -3.68564 -0.35
C 1.27217 5.58827 -0.95586 -0.34
H -1.98687 3.27097 1.78189 0.03
H -0.25894 2.93472 2.00145 0.03
H -1.46982 1.81693 2.64920 0.00
H -3.76473 1.97261 0.76920 0.03
H -3.22430 0.30832 1.07535 0.02
H -3.66528 0.77817 -0.56135 0.00
H -0.22690 2.95880 -1.54426 0.03
H -0.67052 3.90708 -0.13369 0.05
H -4.02011 3.11860 -1.07932 0.05
H -4.10533 4.86494 -1.31535 0.09
H -3.32185 4.21028 0.12928 0.08
H -1.64271 3.85072 -3.80137 0.04
H -3.36758 3.78968 -3.47501 0.09
H -2.80127 1.89975 -5.64887 0.03
H -1.91781 0.37239 -5.43472 0.02
H -1.04311 1.90975 -5.37329 0.01
H -4.65015 1.69103 -4.13167 0.02
H -4.73168 1.42808 -2.37835 0.01
H -4.37738 0.07168 -3.45641 0.02
H -1.69641 5.95767 -0.81454 0.07
H -2.35303 6.03447 -2.43048 0.06
H 0.22342 4.70221 -4.64122 0.02
H 0.66532 3.65339 -3.26396 0.00
H 1.80619 4.85661 -3.87018 0.02
H 0.81887 5.91669 -0.01760 0.02
H 2.21874 6.11734 -1.07438 0.02
H 1.48116 4.51829 -0.91469 -0.01
Cl -5.65760 -4.95385 -3.17511 0.65
C -4.53078 -3.89242 -2.37716 -0.67
C -4.74234 -3.54377 -1.03048 -0.07
C -3.88254 -2.69813 -0.38139 0.02
C -2.76606 -2.13396 -1.04359 -0.34
O -1.99732 -1.30968 -0.41652 -0.26
C -2.57041 -2.49664 -2.39583 -0.14
C -1.50386 -1.94541 -3.16383 -0.20
O -0.66762 -1.11931 -2.79219 -0.17
C -3.45668 -3.38954 -3.04217 -0.06
H -5.59482 -3.96163 -0.50826 0.11
H -4.03105 -2.44325 0.66092 0.12
H -1.44683 -2.27089 -4.21089 0.15
H -3.26817 -3.66535 -4.07652 0.12
C 2.80600 -5.31454 4.97041 -0.05
C 3.17077 -3.85434 5.28390 -0.56
C 2.87026 -3.58465 6.75968 -0.07
C 4.68159 -3.65665 5.07268 -0.05
C 2.38826 -2.92368 4.35573 -0.17
C 2.67692 -2.87845 3.00539 -0.08
C 1.96701 -2.01673 2.20447 -0.53
Br 2.47941 -1.86097 0.40743 1.02
C 0.91438 -1.18282 2.57854 -0.37
O 0.22007 -0.46828 1.67603 -0.34
C 0.67587 -1.17493 3.97940 -0.08
C 1.40264 -2.04328 4.79835 0.03
C -0.27557 -0.17237 4.62696 -0.53
C 0.33976 1.21877 4.39390 -0.05
C -0.40977 -0.34684 6.13678 -0.07
C -1.68834 -0.32305 4.02773 -0.04
H 3.38193 -5.99354 5.60929 0.08
H 3.02321 -5.55923 3.92522 0.08
H 1.74152 -5.49285 5.14809 0.09
H 3.49828 -4.23378 7.37738 0.09
H 1.82597 -3.79820 7.00980 0.09
H 3.09178 -2.54747 7.03089 0.09
H 5.24178 -4.31531 5.74514 0.08
H 4.96846 -2.62245 5.28572 0.09
H 4.98438 -3.89163 4.04757 0.08
H 3.45158 -3.49624 2.55950 0.11
H 1.18322 -2.01736 5.85766 0.08
H 1.26613 1.29888 4.97095 0.09
H -0.33631 2.01503 4.72682 0.09
H 0.59008 1.36829 3.34660 0.05
H 0.54203 -0.20025 6.65411 0.09
H -0.81070 -1.33080 6.40313 0.09
H -1.10765 0.40743 6.50936 0.09
H -1.66198 -0.32923 2.93868 0.05
H -2.34494 0.48742 4.37187 0.09
H -2.12334 -1.27141 4.35712 0.09
C 1.71204 0.82459 -4.08095 -0.04
C 2.51963 1.56843 -3.04520 -0.23
C 3.57997 2.37760 -3.44569 -0.07
C 4.34117 3.07853 -2.52750 -0.08
C 4.03334 2.98863 -1.17557 -0.06
C 2.98549 2.19508 -0.73453 -0.23
C 2.64064 2.11741 0.73149 -0.04
C 2.23587 1.45869 -1.67819 -0.28
N 1.22495 0.60582 -1.21603 -0.22
H 2.25517 -0.05808 -4.43109 0.09
H 1.53223 1.46360 -4.94821 0.08
H 0.76224 0.48466 -3.67761 0.03
H 3.80472 2.45271 -4.50588 0.12
H 5.17105 3.69183 -2.86030 0.10
H 4.61990 3.54087 -0.44773 0.11
H 3.28000 2.78054 1.31765 0.08
H 2.74623 1.09760 1.11383 0.06
H 1.60179 2.40242 0.89390 0.05
F 1.77569 -6.47663 -4.56340 0.12
C 1.36756 -5.55729 -3.68945 -0.15
C 1.99474 -4.33431 -3.61281 -0.15
F 3.00610 -4.04845 -4.43322 0.12
C 1.57502 -3.40619 -2.68371 -0.17
F 2.19941 -2.22925 -2.64321 0.06
C 0.51696 -3.62642 -1.79577 -0.29
O 0.07281 -2.76474 -0.88841 -0.29
C -0.10116 -4.87295 -1.92528 -0.15
F -1.13137 -5.16174 -1.13475 0.13
C 0.31073 -5.81518 -2.84484 -0.15
F -0.31794 -6.98580 -2.92186 0.13
```

Net charge: 0
Relative energy (zero: lowest compared OMol25 entry of this formula, charge and spin) (kcal/mol): 0.0
Gap between HOMO and LUMO (eV): 7.36
Multiplicity: 1
Lowest unoccupied orbital energy (eV): -0.657

Computed, not measured: a molecular structure, C46H60As3GaNO2Te, with ωB97M-V/def2-TZVPD.

```
114
Properties=species:S:1:pos:R:3:lowdin_charge:R:1
Ga 0.43872 -0.41260 0.74004 0.40
O 0.12993 1.26117 0.15323 -0.18
C -0.33048 2.25252 1.06406 -0.41
C -1.54789 1.68208 1.82604 -0.07
C -1.22081 0.64340 2.85421 -0.20
C -1.54164 0.81684 4.18945 0.02
C -1.20563 -0.15878 5.10653 0.01
C -0.55058 -1.30193 4.68118 0.02
C -0.24834 -1.44774 3.34312 -0.21
C 0.51722 -2.61780 2.81859 -0.05
C 1.95550 -2.21772 2.38406 -0.42
O 1.91652 -1.31362 1.28981 -0.16
C 2.62562 -1.60515 3.61645 -0.16
C 3.03266 -2.44370 4.65328 -0.02
C 3.53490 -1.91555 5.83100 -0.06
C 3.64142 -0.53862 5.98625 -0.07
C 3.24905 0.29734 4.95442 -0.05
C 2.74038 -0.23477 3.77458 -0.01
C 2.76309 -3.41815 1.89926 -0.17
C 2.27563 -4.71481 1.82415 -0.05
C 3.07195 -5.74292 1.32625 -0.07
C 4.36162 -5.47990 0.90087 -0.08
C 4.86194 -4.18440 0.98476 -0.06
C 4.07068 -3.16612 1.48475 -0.02
N -0.59813 -0.49111 2.45574 0.14
C -0.73689 3.46305 0.20732 -0.16
C -2.04210 3.92605 0.10417 -0.05
C -2.34167 5.03952 -0.67481 -0.08
C -1.33798 5.71316 -1.34858 -0.08
C -0.02742 5.26377 -1.24454 -0.06
C 0.26500 4.15148 -0.47751 -0.02
C 0.77071 2.71034 2.02641 -0.16
C 0.46023 3.44856 3.16678 -0.02
C 1.46055 3.93154 3.99335 -0.06
C 2.79474 3.69540 3.68523 -0.09
C 3.11454 2.97202 2.54896 -0.07
C 2.10804 2.48209 1.72560 -0.06
H -2.09011 2.47593 2.33771 0.12
H -2.21524 1.26552 1.06957 0.09
H -2.04437 1.72248 4.49701 0.13
H -1.44143 -0.02444 6.15364 0.13
H -0.25278 -2.07337 5.37642 0.13
H 0.56384 -3.37387 3.59928 0.13
H -0.01993 -3.04725 1.96751 0.10
H 2.96950 -3.51916 4.53291 0.12
H 3.85354 -2.57843 6.62446 0.11
H 4.03825 -0.12440 6.90316 0.11
H 3.33692 1.37067 5.05643 0.09
H 2.44710 0.42656 2.97544 0.08
H 1.27623 -4.95630 2.16356 0.11
H 2.67892 -6.74989 1.28068 0.11
H 4.98122 -6.27871 0.51672 0.11
H 5.87416 -3.97252 0.66721 0.11
H 4.46084 -2.15863 1.55812 0.13
H -2.85629 3.42284 0.60878 0.10
H -3.36534 5.38310 -0.74259 0.11
H -1.57057 6.58364 -1.94651 0.11
H 0.76798 5.78153 -1.76339 0.11
H 1.28964 3.81526 -0.40177 0.12
H -0.57143 3.68072 3.40048 0.12
H 1.20052 4.50698 4.87188 0.11
H 3.57728 4.08247 4.32395 0.11
H 4.15035 2.78587 2.29646 0.12
H 2.36728 1.93199 0.82853 0.12
C -0.19113 -3.70684 -0.62065 -0.25
As 0.20956 -1.93291 -1.29598 1.20
C 2.04297 -2.24197 -1.85028 -0.24
C -0.91464 -2.20495 -2.89052 -0.31
C -1.00189 -1.23634 -4.08822 -0.68
C -1.17466 -2.10905 -5.34292 -0.07
C -2.26353 -0.35355 -3.99733 -0.39
As -2.74973 0.57676 -2.31586 1.12
C -4.32635 1.46498 -3.06951 -0.33
C -1.54354 2.11171 -2.49955 -0.31
C 0.28778 -0.41992 -4.21324 -0.39
As 0.41438 0.80616 -5.76899 1.12
C 1.95395 1.78632 -5.05155 -0.34
C 1.43690 -0.35986 -6.97179 -0.34
H 0.13373 -4.43389 -1.36460 0.05
H -1.26363 -3.81074 -0.46199 0.05
H 0.35486 -3.90013 0.29967 -0.01
H 2.05406 -3.07674 -2.55080 0.05
H 2.61529 -2.49052 -0.95520 0.02
H 2.46500 -1.35774 -2.31998 0.03
H -1.91378 -2.42951 -2.50786 0.08
H -0.47551 -3.15382 -3.21681 0.08
H -2.01497 -2.79558 -5.22388 0.09
H -0.27488 -2.69462 -5.54483 0.09
H -1.38068 -1.48387 -6.21420 0.08
H -3.11855 -0.99599 -4.23174 0.08
H -2.22430 0.40735 -4.78121 0.04
H -4.07395 1.97578 -3.99821 0.03
H -4.69024 2.19300 -2.34456 0.01
H -5.11654 0.73831 -3.26249 0.02
H -1.29755 2.26675 -3.55139 0.02
H -0.64496 1.97559 -1.90360 0.00
H -2.05689 2.99607 -2.12303 0.01
H 1.15124 -1.09089 -4.26055 0.06
H 0.41218 0.21706 -3.33006 0.05
H 1.63164 2.40821 -4.21627 0.01
H 2.36012 2.43480 -5.82646 0.02
H 2.73446 1.10236 -4.71556 0.02
H 0.78184 -1.09360 -7.43780 0.01
H 2.23422 -0.87396 -6.43365 0.02
H 1.87749 0.25112 -7.75892 0.02
C -6.98328 1.91289 -0.19378 -0.47
Te -5.55897 0.67680 0.80103 1.04
C -5.97759 -1.06771 -0.34187 -0.48
H -6.95232 1.69331 -1.25757 -0.01
H -6.69640 2.95028 -0.04007 -0.01
H -7.97879 1.74129 0.20214 0.00
H -7.05207 -1.21789 -0.38784 0.00
H -5.51849 -1.91597 0.16002 -0.01
H -5.55905 -0.96179 -1.33987 -0.03
```

Net charge: +1
Relative energy (zero: lowest compared OMol25 entry of this formula, charge and spin) (kcal/mol): 15.6
Gap between HOMO and LUMO (eV): 7.02
Multiplicity: 1
Lowest unoccupied orbital energy (eV): -2.651